Entry from the OMol25 dataset: C6H6FNO2 as an isolated structure in a non-equilibrium geometry (ωB97M-V/def2-TZVPD).

```
! RIJCOSX wB97M-V def2-TZVPD def2/J DEFGRID3
* xyz 0 1
C 2.492 0.270 -1.083
C 1.744 -0.317 -0.322
C -1.873 -0.103 0.102
C -0.353 -1.903 -0.142
C 0.661 -0.804 0.426
C -0.376 1.935 0.337
N -0.694 0.559 0.341
O -2.950 0.439 0.060
O -1.657 -1.425 -0.123
F 1.055 -1.131 1.711
H 3.270 0.407 -1.792
H -0.016 -2.225 -1.277
H -0.401 -2.806 0.572
H -0.328 2.492 -0.589
H -1.152 2.553 0.888
H 0.578 2.059 0.890
*
```

## Properties
Total energy in eV: -14617.67075